132
Properties=species:S:1:pos:R:3:forces:R:3:mulliken_charge:R:1 method="wB97M-V/def2-TZVPD" orbital_gap_ev=8.31 total_charge=0
C 5.4582 -1.6856 3.8400 1.959 -0.866 -0.715 -1.236
C 5.0480 -1.9001 5.2425 -0.241 1.060 0.252 -0.132
N 3.9996 -0.9387 5.5966 -1.164 -0.623 -0.645 0.401
C 3.9395 -0.3454 6.8099 -0.522 0.097 0.408 -0.518
C 2.8254 0.4209 6.7759 -0.647 2.581 0.035 -0.603
N 2.2917 0.4539 5.4917 1.745 -4.287 0.718 0.590
C 2.9725 -0.5472 4.8388 0.165 1.462 -0.110 -0.759
C 1.1145 1.1108 4.9897 -0.239 1.111 -0.786 -0.889
H 6.4415 -2.1543 3.7989 -0.008 -0.818 -0.346 0.502
H 5.8152 -0.6933 3.5643 -1.152 0.227 0.000 0.211
H 4.7942 -2.2366 3.1739 0.096 0.661 -0.452 0.384
H 5.8426 -1.5983 5.9249 0.140 -0.651 0.051 0.374
H 4.7138 -2.9319 5.3513 -0.016 0.154 0.506 0.139
H 4.7094 -0.5717 7.5328 -0.400 0.271 0.192 0.482
H 2.4069 1.1752 7.4257 0.321 -0.350 0.497 0.515
H 2.8373 -0.8947 3.8252 -0.461 0.136 -0.119 0.558
H 0.6524 0.4689 4.2396 0.095 0.133 -0.124 0.090
H 1.4817 2.0453 4.5654 -0.322 -0.078 -0.403 0.337
H 0.3616 1.3973 5.7239 0.386 -0.479 0.426 0.432
Zr 0.9110 -0.3876 0.1047 -1.303 -2.332 1.781 1.709
C 3.3357 1.9260 1.0748 -1.385 -1.122 -1.085 -0.234
O 4.2058 1.2361 0.1815 -0.308 -0.583 1.718 -0.133
O 2.1131 1.2005 1.1265 2.112 0.545 0.200 -0.587
C 4.1119 2.2135 2.4424 0.122 -0.179 1.559 0.492
F 5.1935 3.0265 2.3705 -0.523 0.085 -1.228 -0.320
F 3.3686 2.8152 3.4482 -0.143 -0.697 -1.240 -0.314
F 4.6312 1.0989 3.0026 -0.669 -0.295 -0.260 -0.184
C 5.1333 1.9267 -0.5761 0.025 2.310 -0.849 -0.394
C 5.5725 1.0407 -1.6563 0.596 -2.179 -1.537 -0.978
H 4.7966 0.8269 -2.3915 -0.352 0.569 -0.069 0.046
H 6.4603 1.3176 -2.2249 0.002 0.484 0.249 0.411
H 5.7571 0.0162 -1.3335 0.343 0.030 0.622 0.293
H 5.9407 2.4870 -0.1048 0.456 -0.907 1.045 0.371
H 4.6878 2.7958 -1.0602 -0.856 0.254 -0.202 0.248
H 3.1908 2.9133 0.6363 -0.284 0.482 0.110 0.251
C 0.2372 -2.6826 2.7407 -1.039 4.476 -2.299 -0.076
O 0.1514 -1.9292 3.9370 -1.482 -1.231 1.564 0.194
O 0.8961 -1.7275 1.9388 0.882 -1.336 -0.939 0.142
C 0.7771 -4.0885 2.9256 2.522 0.681 0.230 0.607
F 0.9159 -4.7962 1.7979 -0.056 0.521 0.514 -0.212
F 2.0562 -3.9019 3.4930 -1.096 -0.881 -0.489 -0.245
F 0.0693 -4.8365 3.7814 0.051 0.198 -0.121 -0.282
C -0.8319 -2.3953 4.9217 1.044 1.531 -0.182 -0.314
C -1.2317 -1.2169 5.7683 0.804 0.350 1.262 -1.069
H -1.8608 -0.4749 5.2767 0.000 -0.210 -0.141 0.146
H -1.7264 -1.6045 6.6589 -0.452 0.027 -0.061 0.454
H -0.3695 -0.6991 6.1886 0.188 0.064 -0.143 0.116
H -0.2641 -3.1218 5.5030 -0.906 -0.424 0.183 0.401
H -1.8254 -2.6485 4.5515 0.497 -1.217 -0.883 0.281
H -0.7559 -2.7080 2.2922 -0.584 -0.867 0.202 -0.342
C -1.9375 0.9771 1.8390 1.866 -2.389 -0.257 -0.193
O -2.6896 -0.2017 1.6252 -0.802 0.150 -0.910 0.296
O -0.7997 0.6379 1.1444 0.515 1.942 -1.336 -0.951
C -2.8193 2.3441 1.5929 2.631 -1.696 0.146 0.351
F -2.1038 3.4535 1.8170 0.536 0.128 -0.262 -0.325
F -3.2591 2.3975 0.3344 -0.663 0.278 0.011 -0.250
F -3.8141 2.4160 2.4587 -0.993 -0.331 0.070 -0.286
C -3.6352 -0.5820 2.5545 -1.853 -0.438 0.308 -0.369
C -4.2404 -1.9519 2.1405 0.418 0.676 -0.449 -0.545
H -4.5955 -2.5753 2.9611 0.337 0.084 0.121 0.416
H -5.0912 -1.8233 1.4714 -0.030 0.211 0.017 -0.104
H -3.4841 -2.4427 1.5279 0.065 -0.391 0.293 -0.082
H -4.4424 0.1504 2.5456 -0.274 0.068 0.392 0.335
H -3.2327 -0.6094 3.5671 0.265 -0.079 0.201 0.115
H -1.6107 0.9147 2.8770 -0.558 0.980 0.822 -0.187
C -2.0384 -3.5418 -0.8853 0.321 1.145 1.138 -0.492
C -0.6608 -3.1736 -1.3803 0.231 -0.323 -1.390 0.253
C -0.6497 -3.4090 -2.9058 1.027 0.690 -0.040 -1.481
O -0.2653 -1.8869 -0.9757 0.875 1.134 1.015 0.179
H -1.8637 -3.5232 0.1905 -0.751 -0.503 0.320 -0.086
H -2.4518 -4.4762 -1.2650 0.184 0.037 0.124 0.423
H -2.6912 -2.6922 -1.0854 -0.314 -0.088 -0.197 -0.245
H 0.0124 -3.9535 -1.0243 0.480 0.126 0.503 0.141
H -1.4176 -2.8535 -3.4442 -0.321 -0.352 0.127 0.202
H -0.6807 -4.4713 -3.1481 -0.428 -0.048 0.129 0.467
H 0.3025 -3.0730 -3.3161 0.178 0.199 -0.047 0.223
O 3.9681 -1.9707 -2.1609 0.235 -0.093 0.046 -0.558
C 3.0682 -1.4307 -1.3545 -0.775 -0.581 0.218 0.550
O 2.8298 -1.7860 -0.2323 1.358 -3.064 5.359 -0.412
O 2.2584 -0.5865 -1.7024 -2.135 4.703 -4.441 -0.139
H 3.6925 -1.6794 -3.0332 0.223 0.131 -0.501 0.358
C 1.8199 3.1031 -2.0786 -0.378 -0.872 0.373 -0.901
C 0.4903 2.6908 -1.4163 1.358 2.619 1.543 -0.146
C -0.6558 3.5072 -2.0155 -0.578 -0.584 -0.521 -1.066
O -0.8262 3.1247 -3.3969 -0.311 1.092 0.613 0.130
C -1.7634 3.9517 -4.1029 0.688 -0.598 -0.427 -1.023
N 0.2520 1.2685 -1.3711 -0.209 0.686 -1.528 4.183
H 2.6058 2.3760 -1.8745 0.028 -0.050 0.313 -0.485
H 2.0964 4.0647 -1.6462 0.158 0.102 -0.502 0.593
H 1.7111 3.0930 -3.1632 -0.013 0.506 -0.004 0.354
H 0.5420 2.9657 -0.3628 0.027 0.532 0.163 0.142
H -0.5848 4.5901 -1.9129 0.956 0.219 -0.227 0.735
H -1.5521 3.3574 -1.4137 -0.504 -0.688 -0.147 0.203
H -1.5515 3.8404 -5.1663 -0.090 -0.499 -0.079 0.284
H -1.6053 5.0235 -3.9830 -0.060 0.106 0.784 0.369
H -2.7889 3.6362 -3.9110 -0.066 0.180 0.190 0.232
H 0.5533 1.0558 -2.3114 -0.361 -1.530 -0.380 -0.672
H -0.7542 1.3228 -1.4397 -0.489 -1.398 0.072 -1.221
C -4.7957 0.4186 -3.6522 -0.870 -0.907 0.373 -1.464
C -4.5280 0.7950 -2.1576 1.228 -2.111 -2.472 -0.058
C -5.0813 -0.3053 -1.1833 0.480 1.196 -0.684 0.466
O -6.4613 -0.3291 -1.3377 -1.122 0.698 -0.759 -0.419
C -7.2907 -0.7213 -0.2961 0.126 0.546 0.858 -0.813
N -3.0207 0.9004 -2.1426 -1.595 1.364 1.010 0.475
H -4.7099 1.2054 -4.4016 -0.050 0.375 0.430 0.302
H -5.7657 -0.0693 -3.7478 -0.372 0.366 -0.082 0.388
H -4.1255 -0.3631 -4.0097 0.468 -0.044 0.377 0.258
H -5.0107 1.7561 -1.9805 0.260 -0.020 0.455 0.367
H -4.7311 0.0223 -0.2044 -0.180 -0.353 0.463 -0.212
H -4.7554 -1.3166 -1.4265 0.852 0.022 0.033 0.132
H -7.2171 -0.0540 0.5627 0.381 0.323 0.300 0.300
H -7.0473 -1.7086 0.0964 -0.323 -0.404 -0.281 0.299
H -8.3244 -0.5738 -0.6087 0.064 -0.639 -0.279 0.302
H -2.8689 1.5162 -1.3566 0.662 -0.156 0.102 -0.500
H -2.5594 0.0305 -1.9176 -0.183 -0.466 0.164 -0.605
C -0.9544 -1.0490 -5.8411 1.664 1.123 -0.919 -1.643
C -0.0490 -0.2021 -4.8991 -0.089 -0.928 0.012 0.338
C 0.4268 1.2053 -5.4726 -0.459 -2.510 0.685 -0.089
O 1.2810 0.9617 -6.6169 -0.845 1.965 0.289 -0.411
C 1.4580 2.2230 -7.3353 0.626 -1.067 0.005 -0.759
N -0.7678 -0.2040 -3.6230 0.388 1.554 -0.213 0.810
H -0.3641 -1.1261 -6.7542 -0.535 -0.267 -0.547 0.470
H -1.8800 -0.4964 -6.0028 -0.030 0.068 -0.208 0.267
H -1.2220 -2.0512 -5.5064 0.359 0.131 0.341 0.384
H 0.8860 -0.6927 -4.6286 0.222 -0.488 -0.649 0.282
H 1.0170 1.6674 -4.6813 -0.124 0.332 -0.045 0.172
H -0.4876 1.7665 -5.6651 0.193 0.439 -0.493 0.189
H 1.6081 3.1046 -6.7121 -0.503 -0.121 0.538 0.273
H 0.6490 2.3735 -8.0501 -0.132 0.087 0.124 0.282
H 2.4025 2.1797 -7.8776 -0.077 -0.457 -0.220 0.320
H -1.5037 0.4839 -3.6961 -0.442 0.135 0.256 -0.054
H -1.2060 -1.1123 -3.5681 0.020 0.195 0.377 -0.716